[1]
{
  "formula": "C2H2N2O",
  "method": "ωB97M-V/def2-TZVPD",
  "orbital_gap_ha": 0.4042,
  "homo_ha": -0.4036,
  "relative_energy_kcal_mol": 122.46,
  "total_charge": 0,
  "spin_multiplicity": 1,
  "symbols": ["C", "C", "N", "N", "O", "H", "H"],
  "positions_angstrom": [[-1.5527, 1.5154, 0.8584], [-0.3254, 0.8415, 0.6079], [-2.5055, 2.1324, 0.9716], [0.6842, 1.1302, -0.3216], [0.9636, 0.8854, 1.0579], [-0.8013, -0.6385, 0.7240], [1.1079, 0.3050, -0.7678]],
  "mulliken_charge": [0.023, 0.452, -0.288, -0.409, -0.271, 0.192, 0.301]
}

=====

[2]
{
  "formula": "C5H11N",
  "method": "ωB97M-V/def2-TZVPD",
  "orbital_gap_ha": 0.3300,
  "homo_ha": -0.2929,
  "relative_energy_kcal_mol": 62.91,
  "total_charge": 0,
  "smiles": "C=NCC.C=C",
  "spin_multiplicity": 1,
  "symbols": ["C", "C", "C", "N", "H", "H", "H", "H", "H", "H", "H", "C", "C", "H", "H", "H", "H"],
  "positions_angstrom": [[1.6332, -0.6212, -0.6080], [0.9782, -1.8035, -0.6012], [0.6344, 1.9976, 0.7405], [0.2375, 0.8754, 0.3389], [1.6891, -0.0350, -1.5140], [2.3801, -0.4000, 0.1405], [1.6087, 2.0722, 1.2045], [0.0486, 2.9184, 0.6450], [0.4431, -2.1405, -1.4769], [-0.9182, -1.3700, 0.3097], [1.1896, -2.5394, 0.1597], [-1.0966, 0.6892, -0.1775], [-1.6801, -0.5335, 0.5105], [-1.8260, -0.3462, 1.5730], [-1.7169, 1.5922, -0.0615], [-0.9795, 0.4676, -1.2430], [-2.6251, -0.8234, 0.0598]],
  "mulliken_charge": [-0.218, -0.957, -0.378, -0.163, 0.286, 0.200, 0.260, 0.241, 0.339, 0.122, 0.301, -0.493, -0.860, 0.305, 0.454, 0.233, 0.329]
}

=====

[3]
{
  "formula": "BrClO2S",
  "method": "ωB97M-V/def2-TZVPD",
  "orbital_gap_ha": 0.3343,
  "homo_ha": -0.3809,
  "relative_energy_kcal_mol": 3.54,
  "total_charge": 0,
  "spin_multiplicity": 1,
  "symbols": ["O", "O", "S", "Cl", "Br"],
  "positions_angstrom": [[-1.2738, 0.3297, 0.4768], [-3.4683, -0.5806, 0.3512], [-2.6298, 0.5297, 0.0353], [2.9416, -0.5172, -1.0330], [4.4304, 0.2383, 0.1696]],
  "mulliken_charge": [-0.354, -0.358, 0.712, -0.078, 0.078]
}

=====

[4]
{
  "formula": "C26H31N3O3",
  "method": "ωB97M-V/def2-TZVPD",
  "orbital_gap_ha": 0.3453,
  "homo_ha": -0.3189,
  "relative_energy_kcal_mol": 59.75,
  "total_charge": 0,
  "smiles": "C[C@]1(C(=O)NCCN2CCOCC2)C=C[C@@H](Cc2ccccc2)N1C(=O)c1ccccc1",
  "spin_multiplicity": 1,
  "symbols": ["C", "H", "H", "H", "C", "C", "C", "C", "N", "C", "O", "C", "C", "C", "C", "C", "C", "H", "H", "H", "H", "H", "H", "C", "C", "C", "C", "C", "C", "C", "H", "H", "H", "H", "H", "H", "H", "H", "H", "C", "O", "N", "C", "H", "C", "N", "C", "C", "O", "C", "C", "H", "H", "H", "H", "H", "H", "H", "H", "H", "H", "H", "H"],
  "positions_angstrom": [[-0.9131, -2.3296, 1.0144], [-1.8885, -2.7447, 0.7722], [-0.3085, -3.0999, 1.4905], [-1.0411, -1.5079, 1.7125], [-0.2328, -1.8620, -0.2750], [0.0571, -3.0271, -1.1826], [1.3124, -3.0192, -1.5912], [2.0265, -1.8061, -1.0738], [1.1193, -1.3299, -0.0374], [1.4417, -0.5036, 0.9758], [0.5975, 0.1194, 1.6183], [2.8770, -0.3942, 1.3622], [3.4096, 0.8632, 1.6176], [4.7156, 0.9919, 2.0521], [5.4899, -0.1358, 2.2649], [4.9464, -1.3944, 2.0653], [3.6437, -1.5269, 1.6204], [3.2128, -2.5116, 1.5022], [5.5375, -2.2766, 2.2631], [6.5104, -0.0372, 2.6041], [5.1267, 1.9738, 2.2321], [2.7906, 1.7334, 1.4659], [3.0207, -2.0131, -0.6740], [2.1501, -0.7760, -2.2238], [2.7660, 0.5150, -1.7763], [1.9669, 1.6164, -1.4992], [2.5334, 2.8139, -1.0996], [3.9073, 2.9217, -0.9677], [4.7110, 1.8252, -1.2311], [4.1434, 0.6302, -1.6322], [4.7754, -0.2209, -1.8443], [5.7834, 1.9030, -1.1283], [4.3508, 3.8575, -0.6612], [1.9014, 3.6657, -0.8936], [0.8957, 1.5350, -1.6122], [2.7622, -1.2304, -3.0057], [1.1516, -0.5978, -2.6282], [1.7895, -3.7189, -2.2518], [-0.7118, -3.7321, -1.4340], [-1.1569, -0.8501, -1.0052], [-1.7232, -1.1317, -2.0440], [-1.2702, 0.3192, -0.3672], [-2.1197, 1.3977, -0.8161], [-2.6277, 1.0727, -1.7265], [-3.1494, 1.8058, 0.2434], [-4.4231, 1.1290, 0.0852], [-5.4267, 1.6767, 0.9822], [-6.7713, 1.0051, 0.7067], [-6.6944, -0.3881, 0.8863], [-5.7138, -0.9318, 0.0336], [-4.3393, -0.3098, 0.2768], [-3.6418, -0.7295, -0.4455], [-3.9995, -0.5584, 1.2991], [-5.6912, -2.0040, 0.2361], [-5.9990, -0.7637, -1.0154], [-7.5318, 1.3648, 1.4023], [-7.0796, 1.2321, -0.3250], [-5.5146, 2.7508, 0.8031], [-5.1533, 1.5158, 2.0412], [-3.3486, 2.8758, 0.1414], [-2.7139, 1.6369, 1.2462], [-1.4916, 2.2648, -1.0499], [-0.7471, 0.4506, 0.5010]],
  "mulliken_charge": [-2.128, 0.520, 0.422, 0.340, 1.678, -1.161, -0.979, -0.498, 0.474, 0.865, -0.794, 0.193, -0.382, -0.859, -0.463, -0.856, -0.231, 0.499, 0.426, 0.423, 0.412, 0.595, 0.878, -1.327, 0.316, -0.015, -0.820, -0.468, -0.663, -0.247, 0.423, 0.402, 0.404, 0.382, 0.320, 0.647, 0.480, 0.513, 0.574, -0.357, -0.692, 0.540, -0.941, 0.499, -0.803, -0.044, -0.591, -0.659, -0.387, -0.825, 0.063, 0.170, 0.148, 0.375, 0.371, 0.358, 0.353, 0.404, 0.347, 0.467, 0.405, 0.406, 0.097]
}

=====

[5]
{
  "formula": "C12H11AlF6IN4O4Sb",
  "method": "ωB97M-V/def2-TZVPD",
  "orbital_gap_ha": [0.3294, 0.2577],
  "homo_ha": [-0.7140, -0.7342],
  "relative_energy_kcal_mol": 2.00,
  "s2": 0.756,
  "total_charge": 3,
  "spin_multiplicity": 2,
  "symbols": ["Al", "O", "C", "O", "C", "C", "C", "C", "C", "N", "C", "O", "O", "H", "H", "H", "H", "H", "C", "C", "N", "H", "H", "H", "F", "Sb", "F", "F", "F", "F", "F", "I", "C", "C", "N", "N", "C", "H", "H", "H"],
  "positions_angstrom": [[0.2130, -0.1498, 0.2014], [-1.7715, -1.7221, 3.3532], [-1.3107, -1.0476, 2.3631], [-0.4883, -1.4515, 1.5295], [-1.8122, 0.3578, 2.2105], [-2.6632, 1.0969, 3.0118], [-2.8963, 2.4193, 2.6356], [-2.2836, 2.9609, 1.5027], [-1.4523, 2.1354, 0.7672], [-1.2535, 0.8765, 1.1294], [-0.6242, 2.3836, -0.4732], [-0.5966, 3.4929, -1.1223], [0.0462, 1.4268, -0.8908], [-1.3918, -2.6211, 3.4162], [-3.1201, 0.6706, 3.8954], [-3.5528, 3.0385, 3.2338], [-2.4646, 3.9943, 1.2342], [-1.1321, 4.2128, -0.7476], [4.0139, 1.0654, 2.1446], [2.6375, 0.8272, 1.7387], [1.5534, 0.6613, 1.3995], [4.0480, 1.3360, 3.1997], [4.4213, 1.8748, 1.5381], [4.5933, 0.1574, 1.9731], [1.4417, -1.2437, -0.3441], [3.0321, -1.0138, -2.0129], [2.9628, 0.7315, -1.3471], [4.0687, -1.4412, -0.5431], [4.1420, -0.7845, -3.4450], [2.5575, -2.8067, -2.1701], [1.4145, -0.6132, -2.8876], [-2.6656, -1.6758, -5.0962], [-1.7228, -1.7392, -3.3671], [-0.8793, -2.7734, -2.9102], [-0.4401, -2.3981, -1.7362], [-0.9105, -1.1602, -1.3543], [-1.6956, -0.7659, -2.3273], [-0.5852, -3.7043, -3.3733], [0.2699, -2.8562, -1.1730], [-2.2124, 0.1804, -2.2961]],
  "mulliken_charge": [0.917, -0.373, 0.342, -0.220, 0.608, -0.631, -0.674, -0.814, 1.352, 0.032, 0.252, -0.386, -0.420, 0.425, 0.612, 0.499, 0.378, 0.343, -1.150, 0.806, -0.260, 0.403, 0.326, 0.307, -0.625, 2.351, -0.562, -0.504, -0.452, -0.541, -0.601, 0.696, -0.783, -0.076, 0.023, 0.094, -0.011, 0.502, 0.257, 0.556]
}

=====

[6]
{
  "formula": "C23H21NaO5",
  "method": "ωB97M-V/def2-TZVPD",
  "orbital_gap_ha": 0.1825,
  "homo_ha": -0.2190,
  "relative_energy_kcal_mol": 7.18,
  "total_charge": 0,
  "spin_multiplicity": 1,
  "symbols": ["C", "O", "C", "C", "C", "C", "C", "C", "C", "O", "O", "C", "C", "C", "O", "C", "O", "C", "C", "H", "H", "H", "H", "H", "H", "H", "H", "H", "H", "H", "H", "H", "H", "C", "Na", "C", "C", "C", "C", "C", "C", "C", "C", "H", "H", "H", "H", "H", "H", "H"],
  "positions_angstrom": [[1.4618, 5.2384, -3.9861], [1.3205, 4.9257, -2.5804], [1.1448, 3.6422, -2.1855], [1.0302, 3.4089, -0.7899], [0.7378, 2.1486, -0.3272], [0.4964, 1.0722, -1.2146], [0.1033, -0.2119, -0.6853], [-0.8360, -1.0307, -1.2359], [-1.0959, -2.3124, -0.5457], [-0.6173, -2.5899, 0.5459], [-1.9487, -3.1812, -1.1654], [-2.2644, -2.8904, -2.5568], [-1.0723, -3.1593, -3.4668], [-3.4604, -3.7578, -2.9509], [-2.7171, -1.5236, -2.6774], [-1.8640, -0.5592, -2.2013], [-2.0459, 0.5960, -2.5197], [0.6872, 1.3054, -2.5995], [1.0318, 2.5545, -3.0825], [1.6395, 6.3156, -3.9936], [2.3131, 4.7127, -4.4323], [0.5442, 5.0044, -4.5392], [1.1640, 4.2432, -0.1125], [0.6541, 1.9574, 0.7440], [0.5341, -0.5823, 0.2472], [-0.1949, -2.5600, -3.1886], [-0.8252, -4.2287, -3.3991], [-1.3662, -2.9295, -4.5027], [-4.3105, -3.5173, -2.3067], [-3.7268, -3.5463, -3.9915], [-3.1980, -4.8135, -2.8431], [0.5820, 0.4717, -3.2890], [1.1775, 2.6971, -4.1514], [-0.1919, -2.0180, 5.0503], [1.9510, -1.4823, 2.5425], [-0.8294, -2.0121, 3.7892], [-0.5259, -0.7976, 3.1449], [0.3879, -0.0616, 3.9726], [0.6121, -0.8405, 5.1726], [1.5365, -0.4109, 6.1414], [2.3865, 0.6457, 5.8025], [2.2772, 1.3058, 4.5591], [1.2314, 1.0223, 3.6769], [-0.2770, -2.7549, 5.8495], [-1.4754, -2.7923, 3.3845], [-1.0130, -0.3615, 2.2659], [1.5811, -0.9299, 7.1067], [3.1888, 0.9310, 6.4883], [3.0286, 2.0508, 4.2749], [1.0527, 1.6059, 2.7616]],
  "mulliken_charge": [-0.810, -0.440, 0.865, -0.663, -0.400, 0.124, -0.107, 0.685, -0.120, -0.571, -0.343, 1.413, -1.355, -1.625, -0.365, 0.572, -0.579, -0.478, -0.545, 0.242, 0.330, 0.340, 0.453, 0.344, 0.005, 0.278, 0.377, 0.371, 0.393, 0.388, 0.401, 0.395, 0.371, -0.972, 0.887, -0.611, -0.694, -0.209, 0.859, -0.765, -0.360, -0.677, -0.138, 0.396, 0.409, 0.499, 0.360, 0.347, 0.379, 0.342]
}